{
  "formula": "C35H28BrN3O2PTb",
  "method": "ωB97M-V with the def2-TZVPD basis set",
  "symbols": ["Tb", "O", "C", "C", "C", "C", "C", "C", "C", "O", "N", "N", "C", "C", "Br", "C", "C", "C", "C", "C", "C", "C", "H", "H", "H", "H", "H", "H", "H", "H", "H", "H", "H", "H", "H", "H", "C", "C", "C", "C", "C", "C", "P", "C", "C", "C", "C", "C", "C", "C", "C", "C", "C", "C", "C", "H", "H", "H", "H", "H", "H", "H", "H", "H", "H", "H", "H", "H", "H", "N", "C"],
  "xyz": [[-0.8256, 0.3219, -0.0101], [-1.3153, -1.6264, 5.3228], [-0.7873, -2.5882, 4.5093], [-0.0452, -3.6632, 5.0872], [0.0705, -4.8521, 4.4004], [-0.4695, -4.9898, 3.1205], [-1.1951, -3.9150, 2.5318], [-1.2540, -2.6529, 3.1543], [-1.6371, -1.3954, 2.4123], [-1.2934, -1.4729, 1.0225], [-1.0318, -0.2811, 3.0430], [-0.8371, 0.8281, 2.2080], [-0.5565, 1.9507, 2.7764], [-0.1351, 3.1623, 2.1345], [0.5737, 3.0930, 0.3259], [-0.0934, 4.4076, 2.6793], [-0.5465, 4.7382, 4.0779], [0.2123, 5.3834, 5.0968], [-0.1095, 5.3154, 6.4388], [-1.2874, 4.7480, 6.8786], [-2.0990, 4.2449, 5.8730], [-1.7878, 4.2083, 4.5418], [-0.6149, -1.3899, 5.9881], [0.2993, -3.6272, 6.0800], [0.5663, -5.7244, 4.8106], [-0.3900, -5.9306, 2.6051], [-1.4885, -4.0497, 1.5300], [-2.7602, -1.3204, 2.4113], [-1.5343, 0.0013, 3.9123], [-0.5103, 1.9015, 3.8953], [0.3987, 5.2037, 2.0820], [1.1236, 5.9087, 4.7577], [0.5602, 5.7831, 7.1313], [-1.5943, 4.8097, 7.9037], [-3.1184, 3.9576, 6.1028], [-2.4215, 3.6342, 3.8490], [-2.5580, -2.9306, -3.8919], [-2.8854, -1.6420, -3.5607], [-1.9234, -0.5961, -3.6344], [-0.6393, -0.9342, -4.0013], [-0.2639, -2.2946, -4.2400], [-1.2627, -3.2969, -4.2261], [0.5690, 0.4509, -4.0852], [1.4704, 0.1579, -5.6451], [2.3879, 1.1658, -5.9593], [3.2637, 1.0012, -7.0096], [3.0338, -0.0450, -7.8916], [1.9750, -0.9197, -7.6951], [1.1624, -0.8475, -6.6094], [1.6464, -0.0346, -2.7664], [3.0388, -0.1226, -2.8093], [3.8055, -0.3536, -1.6199], [3.1691, -0.7003, -0.5094], [1.7529, -0.7956, -0.4932], [0.9929, -0.2784, -1.5579], [-3.3593, -3.6601, -4.0048], [-3.8994, -1.4436, -3.2385], [-2.1107, 0.4897, -3.4439], [0.7705, -2.5219, -4.3681], [-1.0119, -4.3856, -4.4364], [2.4319, 2.0231, -5.2544], [4.0225, 1.7711, -7.1347], [3.6278, -0.1983, -8.8032], [1.8547, -1.7564, -8.4016], [0.2447, -1.4472, -6.6310], [3.5984, -0.0736, -3.7372], [4.8762, -0.2221, -1.6644], [3.6902, -1.0161, 0.4070], [1.3057, -1.2261, 0.4384], [-3.8178, 1.6170, -1.3655], [-3.0242, 0.9438, -0.8402]],
  "spin_multiplicity": 7,
  "molar_mass_da": 792.43,
  "gap_ev": [5.903, 5.899],
  "fmax_ha_per_bohr": 0.07776,
  "lumo_energy_ev": [-1.503, -1.503],
  "homo_ev": [-7.41, -7.40],
  "total_energy_ha": -5404.97170,
  "s2": 12.684
}



{
  "formula": "C35H28ClN6O4S4Ta",
  "method": "ωB97M-V with the def2-TZVPD basis set",
  "symbols": ["Ta", "S", "C", "C", "N", "C", "S", "C", "N", "C", "C", "C", "C", "C", "C", "C", "N", "C", "N", "C", "C", "C", "C", "C", "C", "C", "N", "C", "C", "C", "C", "C", "C", "C", "H", "H", "H", "H", "H", "H", "H", "H", "H", "H", "H", "H", "H", "H", "H", "H", "H", "H", "H", "H", "H", "H", "O", "S", "O", "N", "C", "S", "C", "C", "C", "C", "C", "C", "H", "H", "H", "H", "Cl", "C", "C", "O", "O", "H", "H"],
  "xyz": [[1.6202, -0.4787, 1.2372], [2.7622, -0.3568, 3.4419], [3.9733, -1.6270, 3.3562], [4.5237, -1.9781, 4.6667], [4.8954, -2.3361, 5.7043], [4.3832, -2.0583, 2.1551], [3.9071, -1.4623, 0.6330], [5.4052, -3.1203, 2.0834], [6.3176, -3.7911, 1.8668], [-4.3527, 0.9146, -1.5911], [-4.2478, -0.5624, -1.5933], [-4.8809, -1.4055, -2.5697], [-4.6558, -2.7814, -2.6612], [-3.7475, -3.3786, -1.7411], [-3.2399, -2.5851, -0.7657], [-3.4326, -1.2335, -0.6778], [-2.7094, -0.5059, 0.2712], [-1.3502, -0.5429, 0.2149], [-0.7871, -0.8141, -0.9667], [0.4157, -0.2149, -1.5493], [1.5488, 0.1081, -0.8235], [2.6249, 0.7801, -1.4642], [2.5903, 0.9403, -2.8411], [1.5579, 0.4710, -3.5614], [0.3935, -0.0862, -2.9325], [-0.8516, -0.3458, -3.6824], [-0.5680, -0.0825, 1.2761], [-1.2398, 0.3240, 2.4780], [-1.7686, 1.6185, 2.5657], [-2.5043, 1.9890, 3.6770], [-2.7189, 1.0500, 4.6986], [-2.1723, -0.2307, 4.5970], [-1.4523, -0.6378, 3.5064], [-0.8818, -2.0198, 3.4048], [-3.4758, 1.2938, -0.9089], [-5.2942, 1.2558, -1.0998], [-4.2917, 1.4031, -2.5648], [-5.3513, -0.8944, -3.4385], [-5.1705, -3.4708, -3.3358], [-3.4756, -4.3716, -1.8687], [-2.5926, -3.0292, -0.0119], [-3.1062, -0.4656, 1.2308], [-1.5526, -1.0326, -1.6380], [3.4966, 1.0108, -0.9189], [3.5229, 1.2250, -3.3207], [1.4890, 0.5632, -4.6705], [-1.5430, 0.5685, -3.5277], [-1.4022, -1.2431, -3.3618], [-0.6920, -0.4939, -4.7346], [-1.5932, 2.2420, 1.7123], [-2.7027, 3.0761, 3.7438], [-3.3362, 1.3942, 5.5225], [-2.3634, -1.0097, 5.3461], [0.1831, -1.9172, 3.5151], [-1.1014, -2.4834, 2.4011], [-1.2224, -2.7998, 4.0501], [-1.0716, 5.1392, -1.1134], [-0.4094, 3.9191, -1.4032], [-0.8619, 3.1167, -2.5015], [-0.1624, 3.0295, 0.0323], [1.0646, 2.8784, 0.3178], [1.7213, 1.9929, 1.6750], [2.0122, 3.6584, -0.5567], [3.3989, 3.7119, -0.4658], [4.1372, 4.2735, -1.5381], [3.4372, 4.8923, -2.5504], [2.0612, 4.8413, -2.6258], [1.3417, 4.2384, -1.6189], [3.9161, 3.2647, 0.3865], [5.1688, 4.4392, -1.4562], [4.0100, 5.2801, -3.4124], [1.5324, 5.0291, -3.5567], [1.7804, -4.3302, 2.8228], [1.8593, -4.5107, 1.0001], [1.1400, -3.3901, 0.2420], [0.8029, -3.6002, -0.8731], [0.8761, -2.2564, 0.8927], [1.5152, -5.5107, 0.9341], [2.9480, -4.4878, 0.8344]],
  "molar_mass_da": 941.32,
  "gap_ev": 6.625,
  "fmax_ha_per_bohr": 0.07761,
  "lumo_energy_ev": -1.831,
  "homo_ev": -8.46,
  "total_energy_ha": -4090.04904
}



{
  "formula": "C35H28CrN6O5S",
  "method": "ωB97M-V with the def2-TZVPD basis set",
  "symbols": ["Cr", "C", "C", "C", "C", "C", "C", "C", "S", "O", "O", "N", "C", "C", "C", "C", "C", "N", "H", "H", "H", "H", "H", "H", "H", "H", "H", "H", "H", "C", "C", "C", "C", "C", "C", "C", "C", "C", "C", "C", "C", "C", "C", "C", "N", "H", "H", "H", "H", "H", "H", "H", "H", "H", "H", "C", "C", "C", "O", "C", "O", "O", "H", "H", "H", "H", "H", "H", "H", "N", "C", "C", "C", "N", "C", "N"],
  "xyz": [[1.1158, 0.4490, -0.9007], [-3.6763, -1.7101, 5.5827], [-3.2192, -1.5971, 4.1502], [-2.0817, -0.8570, 3.8311], [-1.6373, -0.7711, 2.5226], [-2.3318, -1.4278, 1.5163], [-3.4653, -2.1716, 1.8121], [-3.9063, -2.2417, 3.1243], [-1.7399, -1.4476, -0.1506], [-1.9188, -2.8156, -0.5850], [-2.4079, -0.4078, -0.8866], [-0.1861, -1.0529, -0.1046], [0.7879, -1.8166, 0.5195], [0.6663, -2.9091, 1.3991], [1.7964, -3.3218, 2.0703], [3.0280, -2.7088, 1.8383], [3.0821, -1.7486, 0.8563], [2.0016, -1.3464, 0.1848], [-3.8506, -0.7214, 6.0159], [-2.9155, -2.2016, 6.1929], [-4.6005, -2.2861, 5.6634], [-1.5198, -0.3452, 4.6077], [-0.7419, -0.2090, 2.2872], [-3.9908, -2.6953, 1.0198], [-4.7947, -2.8192, 3.3567], [-0.2849, -3.4062, 1.5393], [1.7184, -4.1266, 2.7937], [3.9175, -2.9884, 2.3867], [4.0218, -1.2973, 0.5555], [0.5099, 4.5299, -2.3507], [-0.4122, 4.3252, -3.3767], [-0.8156, 3.0382, -3.6767], [-0.3105, 1.9666, -2.9389], [0.5585, 2.1485, -1.8638], [0.9843, 3.4558, -1.6098], [-0.5459, 0.5665, -3.2821], [-1.5610, 0.1401, -4.1724], [-1.7278, -1.1772, -4.4193], [-0.8277, -2.1129, -3.8588], [-0.9173, -3.4985, -4.1184], [0.0134, -4.3605, -3.6179], [1.0943, -3.8546, -2.8633], [1.1895, -2.5228, -2.5858], [0.1983, -1.6229, -3.0325], [0.2734, -0.2844, -2.6893], [0.8718, 5.5313, -2.1388], [-0.7861, 5.1628, -3.9516], [-1.5005, 2.8711, -4.4997], [1.7233, 3.6335, -0.8401], [-2.2199, 0.8755, -4.6104], [-2.5304, -1.5276, -5.0609], [-1.7446, -3.8611, -4.7217], [-0.0672, -5.4235, -3.8059], [1.8594, -4.5287, -2.4984], [2.0317, -2.1377, -2.0291], [0.0579, 3.9044, 1.9538], [-0.4313, 2.4583, 1.9707], [-1.3206, 2.2426, 3.1820], [-1.1901, 2.1199, 0.8166], [0.8573, 1.5815, 2.0330], [1.3037, 1.3150, 3.1408], [1.4233, 1.1939, 0.9232], [-0.7951, 4.5881, 1.8910], [0.7233, 4.0875, 1.1162], [0.6080, 4.1109, 2.8745], [-1.9709, 3.1107, 3.3235], [-0.7078, 2.0976, 4.0724], [-1.9521, 1.3668, 3.0319], [-1.1770, 2.8436, 0.1850], [2.8665, 1.0664, -1.4150], [3.9249, 1.5240, -1.3505], [5.1905, 2.0848, -1.2962], [6.2542, 1.3848, -0.6475], [7.1202, 0.8186, -0.1327], [5.4186, 3.3634, -1.8928], [5.5888, 4.4034, -2.3657]],
  "spin_multiplicity": 2,
  "molar_mass_da": 696.71,
  "gap_ev": [7.415, 7.320],
  "fmax_ha_per_bohr": 0.03164,
  "lumo_energy_ev": [1.851, 1.895],
  "homo_ev": [-5.56, -5.43],
  "total_energy_ha": -3498.04351,
  "charge": -1,
  "s2": 0.760
}